Entry 1:
Molecular formula: C46H49BiN10P
Method: DFT, ωB97M-V/def2-TZVPD

Each line ends with the Löwdin charge.
Atoms and positions in Å:
Bi  14.455  16.009  10.857  1.31
C  17.561  18.214  10.640  -0.06
N  18.680  17.373  10.281  -0.09
C  19.671  17.957  9.341  -0.12
C  20.555  16.763  9.207  -0.16
N  19.580  15.662  9.219  -0.08
C  20.285  14.394  9.428  -0.04
C  18.499  16.050  9.949  -0.36
N  17.392  15.376  10.172  0.02
C  17.104  14.046  9.763  -0.29
C  16.949  13.133  11.002  -0.23
N  15.734  12.399  10.896  0.10
C  15.538  11.335  10.280  -0.38
N  16.437  10.374  9.771  -0.08
C  17.730  10.113  10.403  -0.04
C  15.744  9.230  9.242  -0.13
C  14.289  9.514  9.520  -0.12
N  14.321  10.913  9.813  -0.06
C  13.174  11.712  10.126  -0.19
H  18.023  19.078  11.173  0.10
H  16.903  17.670  11.294  0.01
H  17.043  18.561  9.737  0.07
H  20.137  18.877  9.666  0.13
H  19.289  18.171  8.351  0.12
H  21.238  16.652  10.084  0.14
H  21.178  16.727  8.350  0.11
H  21.313  14.447  9.131  0.08
H  19.882  13.588  8.814  0.07
H  20.194  14.164  10.502  0.11
H  17.949  13.581  9.207  0.09
H  16.196  14.018  9.066  0.07
H  16.849  13.773  11.865  0.09
H  17.892  12.547  11.096  0.08
H  17.773  9.162  10.973  0.10
H  18.168  10.980  10.901  0.06
H  18.474  9.930  9.614  0.09
H  16.147  8.386  9.715  0.11
H  15.880  9.210  8.154  0.11
H  13.902  8.933  10.344  0.12
H  13.744  9.227  8.627  0.12
H  12.404  10.995  10.174  0.10
H  13.433  13.720  9.700  -0.01
H  13.316  12.092  11.180  0.14
N  12.864  25.447  6.557  0.17
C  12.924  24.521  7.226  -0.18
C  13.019  23.244  7.872  -0.22
C  13.781  23.051  9.021  0.00
C  13.978  21.732  9.429  -0.01
C  13.312  20.649  8.895  -0.19
C  12.367  20.912  7.883  0.00
C  12.231  22.184  7.378  -0.01
C  13.572  19.260  9.370  -0.08
C  14.541  18.546  8.713  -0.27
C  15.227  18.893  7.551  -0.01
C  15.838  17.726  7.033  -0.07
C  15.582  16.708  7.950  -0.21
N  14.823  17.163  8.935  -0.18
C  12.771  18.791  10.387  -0.24
C  11.754  19.506  11.152  0.00
C  11.138  18.608  11.955  -0.06
C  11.717  17.343  11.664  -0.19
N  12.652  17.460  10.753  -0.21
H  14.286  23.874  9.533  0.13
H  14.737  21.468  10.150  0.13
H  11.834  20.056  7.539  0.11
H  11.594  22.336  6.529  0.12
H  15.161  19.884  7.118  0.12
H  16.363  17.662  6.066  0.11
H  15.984  15.651  7.867  0.11
H  11.531  20.524  11.225  0.10
H  10.422  18.900  12.725  0.11
H  11.546  16.362  12.043  0.09
N  12.849  12.892  9.270  -0.14
P  12.575  12.832  7.697  0.99
C  10.885  12.301  7.366  -0.29
C  10.288  12.463  6.124  -0.08
C  8.929  12.184  6.012  -0.05
C  8.146  11.728  7.094  -0.06
C  8.747  11.654  8.300  -0.07
C  10.114  11.952  8.469  -0.06
C  12.692  14.581  7.151  -0.28
C  11.892  15.417  7.946  -0.09
C  11.504  16.704  7.472  -0.03
C  11.895  17.022  6.160  -0.05
C  12.723  16.206  5.329  -0.04
C  13.128  14.992  5.877  -0.08
C  13.733  11.801  6.757  -0.27
C  15.067  12.148  6.906  -0.10
C  16.052  11.326  6.407  -0.08
C  15.672  10.282  5.631  -0.08
C  14.330  10.045  5.247  -0.05
C  13.311  10.766  5.843  -0.05
H  10.827  12.889  5.276  0.12
H  8.457  12.378  5.060  0.11
H  7.067  11.685  6.996  0.12
H  8.171  11.390  9.206  0.12
H  10.524  11.821  9.420  0.07
H  11.409  14.992  8.796  0.09
H  10.832  17.301  8.039  0.10
H  11.597  17.944  5.734  0.09
H  13.033  16.539  4.350  0.11
H  13.748  14.342  5.276  0.10
H  15.234  13.030  7.527  0.09
H  17.094  11.555  6.771  0.14
H  16.443  9.708  5.199  0.10
H  14.024  9.257  4.550  0.12
H  12.276  10.574  5.629  0.10

Calculated values
Orbital gap (alpha / beta)   0.203 / 0.203 Eh
Total charge   +1
HOMO energy (alpha / beta)   -8.4 / -8.4 eV

=====

Entry 2:
Molecular formula: C46H50CaN11OSi2Te
Method: DFT, ωB97M-V/def2-TZVPD

Each line ends with the Löwdin charge.
Atoms and positions in Å:
Ca  0.000  1.100  -1.215  1.17
C  0.815  4.395  -4.434  -0.05
C  0.216  3.743  -3.343  -0.14
N  0.880  2.983  -2.502  -0.02
C  2.224  2.807  -2.681  -0.17
C  2.894  3.353  -3.795  -0.16
C  2.145  4.181  -4.662  0.00
C  4.250  3.031  -4.031  -0.05
C  4.874  2.160  -3.188  -0.08
C  4.235  1.646  -2.044  -0.04
C  2.938  2.005  -1.704  -0.27
N  2.205  1.615  -0.612  -0.11
C  2.742  1.108  0.536  -0.28
C  4.058  1.192  0.975  -0.02
C  4.478  0.608  2.180  -0.07
C  3.614  -0.064  2.996  -0.06
C  2.248  -0.112  2.645  -0.17
C  1.271  -0.696  3.482  0.01
C  -0.053  -0.623  3.152  -0.03
C  -0.410  0.033  1.961  -0.16
N  0.466  0.552  1.126  0.00
C  1.797  0.489  1.448  -0.18
H  0.223  5.024  -5.083  0.11
H  -0.850  3.848  -3.164  0.10
H  2.639  4.636  -5.512  0.12
H  4.760  3.450  -4.888  0.11
H  5.896  1.861  -3.389  0.11
H  4.767  0.950  -1.413  0.10
H  4.773  1.745  0.386  0.10
H  5.519  0.694  2.466  0.11
H  3.950  -0.527  3.915  0.11
H  1.586  -1.179  4.400  0.13
H  -0.812  -1.048  3.794  0.09
H  -1.458  0.141  1.693  0.09
C  -2.601  5.395  1.677  -0.06
N  -2.509  4.371  0.652  -0.13
C  -1.492  3.557  0.388  -0.15
N  -1.868  2.633  -0.486  -0.01
C  -3.174  2.945  -0.712  -0.20
N  -3.603  3.982  -0.036  0.14
C  -2.719  4.807  3.069  -0.18
C  -2.640  5.661  4.164  -0.03
C  -2.730  5.161  5.453  -0.05
C  -2.886  3.802  5.668  -0.01
C  -2.966  2.946  4.576  -0.13
C  -2.894  3.449  3.279  0.03
C  -3.082  1.506  4.808  -0.28
N  -2.970  0.873  5.921  0.14
N  -3.100  -0.477  5.621  0.13
C  -3.298  -0.551  4.354  -0.32
O  -3.297  0.669  3.755  0.11
C  -3.429  -1.759  3.539  -0.15
C  -3.149  -2.994  4.127  -0.01
C  -3.209  -4.142  3.362  -0.04
C  -3.541  -4.068  2.014  -0.02
C  -3.837  -2.845  1.429  -0.21
C  -4.252  -2.782  -0.019  -0.06
N  -3.494  -1.776  -0.757  -0.11
C  -2.213  -1.434  -0.646  -0.14
N  -1.922  -0.489  -1.530  -0.01
C  -3.102  -0.317  -2.187  -0.22
N  -4.076  -1.078  -1.755  0.13
C  -3.781  -1.687  2.199  0.02
H  -3.478  5.991  1.432  0.14
H  -1.721  6.035  1.605  0.14
H  -0.509  3.639  0.827  0.15
H  -3.816  2.394  -1.379  0.10
H  -2.503  6.725  4.010  0.12
H  -2.667  5.836  6.296  0.11
H  -2.941  3.392  6.667  0.12
H  -2.971  2.758  2.450  0.11
H  -2.882  -3.026  5.175  0.12
H  -2.989  -5.102  3.809  0.11
H  -3.573  -4.971  1.416  0.12
H  -5.297  -2.493  -0.120  0.14
H  -4.123  -3.751  -0.500  0.13
H  -1.534  -1.863  0.074  0.12
H  -3.235  0.376  -3.003  0.12
H  -4.016  -0.724  1.758  0.13
C  1.392  -5.319  1.720  -0.18
Si  2.259  -4.242  0.459  0.38
C  2.734  -5.267  -1.030  -0.19
C  3.751  -3.425  1.221  -0.17
C  1.050  -2.894  -0.084  -0.57
Te  1.890  -1.626  -1.603  1.29
C  1.098  -2.672  -3.290  -0.57
Si  1.207  -1.582  -4.827  0.38
C  0.667  -2.550  -6.323  -0.17
C  0.065  -0.115  -4.543  -0.18
C  2.950  -0.943  -5.011  -0.18
H  2.065  -6.099  2.082  0.04
H  0.514  -5.807  1.292  0.03
H  1.066  -4.732  2.583  0.03
H  3.387  -6.092  -0.743  0.04
H  3.267  -4.661  -1.767  0.02
H  1.850  -5.693  -1.511  0.04
H  4.484  -4.169  1.542  0.04
H  3.467  -2.836  2.095  0.02
H  4.241  -2.754  0.512  0.02
H  0.779  -2.245  0.754  -0.02
H  0.137  -3.322  -0.505  0.00
H  0.057  -2.915  -3.066  0.01
H  1.655  -3.601  -3.415  0.00
H  -0.348  -2.933  -6.198  0.03
H  1.329  -3.401  -6.493  0.04
H  0.683  -1.928  -7.220  0.04
H  -0.952  -0.433  -4.306  0.02
H  0.039  0.550  -5.407  0.05
H  0.466  0.451  -3.697  -0.03
H  3.671  -1.764  -5.036  0.04
H  3.227  -0.278  -4.186  0.00
H  3.064  -0.371  -5.935  0.04

Calculated values
Energy above the lowest of the compared OMol25 structures with the same formula, charge and spin   0.0 kJ/mol
Orbital gap   0.241 Eh
Total charge   +1
HOMO energy   -8.8 eV

=====

Entry 3:
Molecular formula: C46H50N10
Method: DFT, ωB97M-V/def2-TZVPD

Each line ends with the Löwdin charge.
Atoms and positions in Å:
N  -3.180  -1.477  0.438  0.01
C  -3.116  -2.065  1.680  -0.13
C  -2.525  -1.092  2.606  -0.10
C  -1.990  -0.088  1.811  -0.11
C  -2.472  -0.277  0.469  -0.12
H  -3.638  -1.928  -0.341  0.08
H  -3.445  -3.043  2.001  0.08
H  -2.390  -1.045  3.677  0.08
H  -1.475  0.802  2.140  0.07
H  -2.433  0.312  -0.436  0.08
N  -3.122  2.384  -4.123  0.01
C  -4.355  2.988  -4.050  -0.15
C  -4.585  3.314  -2.725  -0.13
C  -3.479  2.805  -1.998  -0.12
C  -2.589  2.132  -2.895  -0.11
H  -2.576  2.235  -4.959  0.14
H  -4.932  3.177  -4.943  0.10
H  -5.497  3.796  -2.406  0.09
H  -3.446  2.806  -0.918  0.07
H  -1.705  1.581  -2.609  0.09
N  -1.057  -0.946  -4.408  0.06
C  -0.320  0.105  -4.992  -0.13
C  -0.650  0.251  -6.352  -0.14
C  -1.722  -0.577  -6.593  -0.15
C  -1.820  -1.407  -5.491  -0.15
H  -1.005  -1.171  -3.425  0.08
H  0.348  0.609  -4.309  0.09
H  -0.277  0.957  -7.079  0.09
H  -2.309  -0.696  -7.491  0.09
H  -2.559  -2.193  -5.428  0.09
N  2.343  -1.922  4.067  0.05
C  2.764  -1.490  5.242  -0.16
C  1.770  -1.609  6.206  -0.08
C  0.670  -2.196  5.497  -0.13
C  1.088  -2.319  4.248  -0.21
H  2.901  -1.998  3.229  0.13
H  3.730  -1.012  5.322  0.09
H  1.900  -1.255  7.218  0.08
H  -0.294  -2.490  5.886  0.08
H  0.533  -2.663  3.388  0.09
N  0.105  -0.448  -1.779  0.03
C  1.090  0.357  -1.370  -0.15
C  1.988  0.049  -0.310  -0.02
C  1.756  -1.203  0.366  -0.03
C  0.629  -1.989  0.056  -0.05
C  -0.124  -1.573  -1.050  -0.16
H  1.224  1.281  -1.914  0.07
H  2.738  0.697  0.119  0.06
H  2.407  -1.405  1.204  0.07
H  0.433  -2.853  0.674  0.07
H  -0.964  -2.173  -1.367  0.08
N  3.679  1.157  2.330  -0.04
C  4.727  0.299  2.503  -0.25
C  5.373  0.226  3.705  -0.20
C  5.008  1.027  4.800  -0.22
C  3.944  1.880  4.573  -0.18
C  3.254  1.901  3.394  -0.22
H  5.137  -0.238  1.660  0.07
H  6.290  -0.333  3.819  0.07
H  5.482  0.862  5.757  0.07
H  3.635  2.453  5.435  0.08
H  2.393  2.537  3.246  0.05
N  3.779  2.445  -2.540  0.06
C  4.988  2.687  -3.133  -0.17
C  5.773  3.717  -2.703  -0.08
C  5.357  4.520  -1.577  -0.05
C  4.134  4.246  -1.007  -0.08
C  3.284  3.265  -1.542  -0.11
H  5.233  2.054  -3.972  0.10
H  6.713  3.716  -3.235  0.09
H  6.055  5.306  -1.327  0.09
H  3.750  4.699  -0.104  0.09
H  2.355  3.103  -1.016  0.08
N  0.309  -5.759  0.965  0.05
C  -0.652  -5.043  1.642  -0.17
C  -0.835  -5.086  3.002  -0.08
C  0.045  -5.902  3.744  -0.06
C  1.087  -6.504  3.050  -0.08
C  1.200  -6.455  1.664  -0.16
H  -1.293  -4.472  0.986  0.08
H  -1.633  -4.528  3.470  0.10
H  -0.002  -5.866  4.823  0.10
H  1.863  -7.019  3.598  0.09
H  2.034  -6.836  1.094  0.10
N  -4.070  -1.337  -2.305  0.06
C  -5.013  -0.624  -2.800  -0.13
C  -6.000  -1.197  -3.636  -0.06
C  -5.928  -2.498  -3.925  -0.11
C  -4.903  -3.318  -3.454  -0.06
C  -3.963  -2.665  -2.646  -0.13
H  -5.055  0.412  -2.499  0.10
H  -6.784  -0.586  -4.058  0.11
H  -6.721  -2.904  -4.536  0.10
H  -4.848  -4.358  -3.738  0.10
H  -3.129  -3.309  -2.408  0.10
N  -1.152  5.718  1.794  0.06
C  0.153  5.932  1.933  -0.20
C  1.124  5.001  1.851  -0.10
C  0.821  3.716  1.460  -0.06
C  -0.546  3.427  1.240  -0.06
C  -1.483  4.444  1.363  -0.12
H  0.383  6.928  2.281  0.10
H  2.115  5.406  1.992  0.10
H  1.564  2.934  1.399  0.08
H  -0.918  2.500  0.830  0.08
H  -2.479  4.287  0.974  0.09

Calculated values
2S+1   2
Energy above the lowest of the compared OMol25 structures with the same formula, charge and spin   23.9 kJ/mol
Orbital gap (alpha / beta)   0.094 / 0.256 Eh
<S²>   0.762
Total charge   -1
HOMO energy (alpha / beta)   -0.5 / -4.9 eV

=====

Entry 4:
Molecular formula: C46H51AsCaGeN7O12S2
Method: DFT, ωB97M-V/def2-TZVPD

Each line ends with the Löwdin charge.
Atoms and positions in Å:
Ca  0.365  0.411  -0.049  1.30
C  -0.105  -4.305  1.512  -0.09
C  -0.302  -2.889  2.069  -0.69
C  -0.121  -2.915  3.586  -0.04
C  -1.725  -2.430  1.751  -0.03
O  0.615  -1.958  1.505  -0.34
Ge  2.297  -2.415  0.829  0.96
O  1.984  -1.295  -0.723  -0.44
C  2.362  -1.789  -2.007  -0.71
C  2.369  -0.626  -2.992  -0.05
C  1.339  -2.830  -2.460  -0.05
C  3.764  -2.407  -1.975  -0.08
O  3.202  -0.932  1.520  -0.35
C  3.828  -0.827  2.778  -0.70
C  2.789  -0.868  3.899  -0.02
C  4.850  -1.951  2.977  -0.07
C  4.545  0.524  2.799  -0.03
H  -0.871  -4.971  1.922  0.08
H  0.878  -4.706  1.765  0.04
H  -0.200  -4.301  0.422  0.06
H  -0.905  -3.521  4.052  0.08
H  -0.188  -1.900  3.982  0.09
H  0.849  -3.345  3.855  0.07
H  -2.442  -3.232  1.951  0.09
H  -1.770  -2.161  0.697  0.05
H  -1.996  -1.554  2.342  0.06
H  1.440  -0.063  -2.921  -0.01
H  2.464  -0.997  -4.015  0.09
H  3.197  0.054  -2.785  0.07
H  0.360  -2.350  -2.518  0.06
H  1.298  -3.648  -1.733  0.07
H  1.599  -3.245  -3.439  0.08
H  4.467  -1.702  -1.525  0.07
H  4.093  -2.618  -2.998  0.08
H  3.787  -3.336  -1.402  0.05
H  2.338  -1.859  3.966  0.06
H  1.992  -0.154  3.694  0.08
H  3.244  -0.627  4.865  0.09
H  4.356  -2.926  3.007  0.06
H  5.399  -1.811  3.913  0.08
H  5.563  -1.956  2.148  0.08
H  3.857  1.299  2.459  0.07
H  5.412  0.510  2.130  0.07
H  4.898  0.771  3.804  0.09
S  -1.700  2.733  -0.555  0.78
C  -2.069  3.271  -2.093  -0.80
C  -3.133  4.242  -2.192  -0.32
N  -3.999  5.001  -2.251  0.13
C  -1.464  2.862  -3.310  -0.81
S  -0.309  1.671  -3.483  0.74
C  -1.917  3.497  -4.522  -0.33
N  -2.258  3.982  -5.511  0.14
O  -2.146  0.569  3.482  0.00
C  -1.188  0.891  2.763  -0.59
O  -1.082  0.599  1.530  -0.29
C  -0.081  1.727  3.387  -0.03
C  -0.233  2.061  4.703  0.06
C  0.705  2.864  5.369  -0.16
C  1.779  3.394  4.685  0.06
C  1.940  3.098  3.349  -0.07
C  1.088  2.158  2.635  -0.30
O  1.389  1.712  1.505  -0.14
N  3.034  3.774  2.679  -0.34
O  3.964  4.206  3.362  0.02
O  2.973  3.948  1.476  0.08
N  0.535  3.179  6.762  -0.37
O  1.365  3.899  7.312  0.02
O  -0.435  2.724  7.353  0.04
H  -1.103  1.683  5.220  0.12
H  2.478  4.050  5.177  0.12
C  2.685  5.954  -1.765  -0.03
N  3.142  4.597  -1.529  -0.05
C  4.440  4.306  -1.314  -0.08
C  4.827  3.053  -1.022  -0.02
C  3.788  2.066  -0.899  -0.38
N  2.522  2.319  -1.162  0.19
C  2.138  3.598  -1.455  -0.50
O  0.993  3.955  -1.659  0.01
N  4.153  0.823  -0.531  0.18
H  3.553  6.606  -1.857  0.08
H  2.058  6.290  -0.940  0.10
H  2.088  5.994  -2.674  0.09
H  5.133  5.134  -1.378  0.12
H  5.860  2.809  -0.825  0.10
H  5.049  0.732  -0.086  0.09
H  3.452  0.176  -0.174  0.06
O  -1.319  -0.810  -1.283  -0.56
As  -2.882  -1.071  -1.706  1.21
C  -3.279  -2.965  -1.632  -0.28
C  -2.229  -3.863  -1.768  -0.10
C  -2.472  -5.228  -1.712  -0.08
C  -3.764  -5.695  -1.513  -0.10
C  -4.812  -4.796  -1.363  -0.09
C  -4.571  -3.430  -1.420  -0.08
C  -3.219  -0.558  -3.532  -0.29
C  -3.682  0.719  -3.828  -0.12
C  -3.824  1.116  -5.150  -0.08
C  -3.502  0.236  -6.173  -0.08
C  -3.041  -1.041  -5.880  -0.09
C  -2.899  -1.439  -4.559  -0.09
C  -4.219  -0.221  -0.630  -0.30
C  -3.903  0.083  0.687  -0.07
C  -4.878  0.635  1.508  -0.05
C  -6.150  0.875  1.012  -0.08
C  -6.464  0.562  -0.308  -0.09
C  -5.499  0.007  -1.134  -0.12
H  -1.220  -3.489  -1.878  0.08
H  -1.647  -5.924  -1.803  0.10
H  -3.953  -6.760  -1.458  0.10
H  -5.818  -5.158  -1.187  0.10
H  -5.386  -2.731  -1.279  0.10
H  -3.900  1.419  -3.031  0.10
H  -4.146  2.124  -5.374  0.09
H  -3.597  0.554  -7.205  0.10
H  -2.777  -1.722  -6.679  0.10
H  -2.529  -2.433  -4.331  0.10
H  -2.899  -0.078  1.071  0.06
H  -4.616  0.874  2.531  0.10
H  -6.904  1.319  1.651  0.10
H  -7.455  0.761  -0.695  0.09
H  -5.738  -0.228  -2.164  0.10

Calculated values
2S+1   2
Energy above the lowest of the compared OMol25 structures with the same formula, charge and spin   8.5 kJ/mol
Orbital gap (alpha / beta)   0.233 / 0.234 Eh
<S²>   0.786
Total charge   -2
HOMO energy (alpha / beta)   -2.6 / -3.1 eV

=====

no.,electronic energy (eV)
1,-78518.0330
2,-108441.3162
3,-63408.8512
4,-240998.9940